[1]
This record from OMol25 describes a 3-piece molecular cluster, C3H14N2O2 overall. The level of theory is ωB97M-V with the def2-TZVPD basis set.

Last column: Mulliken charge in e.
Atoms and positions in Å:
C  2.431  -0.483  -1.090  -1.519
C  1.115  -0.335  -0.301  0.539
N  1.233  -0.996  1.002  -0.670
C  0.933  1.210  -0.292  -0.997
N  -0.238  1.633  0.490  -0.527
H  2.185  -0.076  -2.069  0.369
H  2.955  -1.440  -1.147  0.400
H  3.184  0.143  -0.581  0.390
H  0.324  -0.754  -0.951  0.261
H  0.518  -1.708  0.978  0.257
H  2.157  -1.385  1.111  0.243
H  1.834  1.749  -0.017  0.410
H  0.621  1.432  -1.316  0.382
H  0.068  1.737  1.442  0.124
H  -0.938  2.259  0.139  0.308
O  -3.531  -2.199  -0.134  -0.644
H  -3.225  -2.716  0.612  0.300
H  -3.202  -1.290  0.004  0.333
O  -3.000  0.782  0.540  -0.732
H  -2.056  1.042  0.389  0.478
H  -3.368  1.394  1.192  0.294

net charge	0
SMILES string	C[C@@H](N)CN.O.O
LUMO level	0.790	eV

[2]
This record from OMol25 describes a 3-piece molecular cluster, C3H14N2O2 overall. The level of theory is ωB97M-V with the def2-TZVPD basis set.

Last column: Mulliken charge in e.
Atoms and positions in Å:
C  -1.775  -1.769  -0.337  -1.165
C  -0.896  -0.797  0.405  -0.364
N  -0.006  -0.096  -0.513  -0.303
C  0.626  1.077  0.082  -0.264
N  1.634  1.625  -0.812  -0.594
H  -2.329  -1.195  -1.087  0.325
H  -2.521  -2.256  0.293  0.372
H  -1.153  -2.485  -0.873  0.234
H  -1.473  -0.057  0.972  0.277
H  -0.276  -1.276  1.156  0.304
H  -0.489  0.180  -1.362  0.289
H  1.089  0.753  1.028  0.194
H  -0.149  1.826  0.295  0.299
H  1.923  0.946  -1.501  0.192
H  2.443  1.966  -0.315  0.223
O  -0.284  2.350  3.083  -0.636
H  0.657  2.176  3.278  0.317
H  -0.703  1.543  3.408  0.314
O  1.370  -1.313  -2.722  -0.704
H  1.120  -2.240  -2.657  0.307
H  1.193  -0.957  -1.823  0.384

net charge	0
SMILES string	CCNCN.O.O
LUMO level	0.573	eV

[3]
This record from OMol25 describes a 4-piece molecular cluster, C3H14N2O2S overall. The level of theory is ωB97M-V with the def2-TZVPD basis set.

Last column: Mulliken spin population.
Atoms and positions in Å:
C  -0.492  -1.073  -0.926  0.020
C  -1.823  -0.850  -1.652  -0.063
S  -2.783  0.581  -1.154  0.997
N  -0.609  -1.176  0.542  0.005
C  0.723  -0.969  1.150  -0.001
N  1.054  0.442  1.246  0.000
H  0.271  -0.321  -1.134  0.000
H  -0.119  -2.029  -1.306  0.007
H  -1.549  -0.765  -2.702  -0.007
H  -2.427  -1.744  -1.478  0.050
H  3.463  3.002  -0.518  0.000
H  -1.215  -0.437  0.867  -0.003
H  1.439  -1.489  0.504  0.000
H  0.715  -1.516  2.098  0.000
H  1.613  0.622  2.079  0.000
H  1.734  0.617  0.477  0.001
H  2.978  2.725  -1.012  0.000
H  3.459  -0.462  -1.042  0.000
O  2.687  0.106  -0.990  0.001
H  -2.883  1.300  0.910  -0.005
H  -3.473  2.002  2.175  0.000
O  -2.765  1.434  1.866  0.000

net charge	-1
<S²>	0.7528
LUMO level (spin up / spin down)	2.973 / 0.648	eV
spin multiplicity	2

[4]
This record from OMol25 describes a 3-piece molecular cluster, C3H14N2O2S overall. The level of theory is ωB97M-V with the def2-TZVPD basis set.

Last column: Mulliken charge in e.
Atoms and positions in Å:
N  3.054  0.078  0.988  -0.561
C  2.095  0.544  -0.032  -0.808
C  0.621  0.777  0.437  0.338
N  -0.138  1.777  -0.389  -0.598
C  -0.273  -0.549  0.500  -0.593
S  -1.305  -0.541  2.116  -0.244
H  2.727  0.304  1.827  0.212
H  3.217  -0.915  0.893  0.251
H  2.021  -0.248  -0.863  0.337
H  2.704  1.416  -0.480  0.278
H  0.673  1.196  1.521  0.166
H  -0.660  2.296  0.254  0.173
H  0.378  2.405  -0.993  0.200
H  0.461  -1.359  0.548  0.351
H  -1.087  -0.578  -0.274  0.367
H  -0.631  0.382  2.803  0.127
O  -0.763  -3.979  -3.274  -0.667
H  -1.566  -4.549  -2.850  0.336
H  0.054  -4.597  -3.055  0.331
O  -3.620  2.066  -0.127  -0.561
H  -3.567  1.605  0.661  0.300
H  -4.394  2.470  -0.209  0.265

net charge	0
SMILES string	NC[C@@H](N)CS.O.O
LUMO level	0.668	eV

Summary of energy relative to the best compared isomer or geometry (same formula, charge and spin) in eV
1.088; 0.834; 1.551; 2.050
(order as listed above)
Summary of strongest force on any atom in eV/Å
2.62; 0.96; 1.10; 5.74
(order as listed above)